[1]
C5H7N3 in the gas phase at a distorted geometry. Source: the Open Molecules 2025 dataset; level of theory: the ωB97M-V functional and the def2-TZVPD basis.

Calculated values
Net charge: 0
SMILES: [H]/N=C/NC1=NCC=C1
LUMO energy in eV: 0.86
ΔE to the lowest compared entry with this formula, charge and spin in kcal per mole: 119.0
Energy in a.u.: -358.8287

Positions of all 15 atoms, in Å:
H -3.9181 0.6654 0.1843
N -3.3217 -0.1127 0.1358
C -2.1456 0.1683 0.1134
N -1.2308 -0.9727 -0.4073
C 0.1024 -0.5635 0.0158
N 1.0580 -1.3132 0.1350
C 2.1901 -0.5982 0.2537
C 1.9251 0.8652 -0.1919
C 0.5841 0.8190 -0.1589
H -1.8797 1.1523 0.4374
H -1.4447 -1.9008 -0.5142
H 2.7321 -1.0574 -0.7953
H 2.8727 -0.3749 1.2198
H 2.7174 1.5055 -0.3404
H -0.2413 1.7177 -0.0872

***

[2]
A gas-phase ion, C2H4NO (charge +1) at a distorted geometry. Source: the Open Molecules 2025 dataset; level of theory: the ωB97M-V functional and the def2-TZVPD basis.

Calculated values
Net charge: +1
SMILES: CC=[N+]=O
LUMO energy in eV: -8.07
ΔE to the lowest compared entry with this formula, charge and spin in kcal per mole: 68.5
Energy in a.u.: -208.1615

Positions of all 8 atoms, in Å:
C -0.8772 -0.3631 0.0311
C 0.3663 0.3697 -0.0554
N 1.5760 0.1541 0.1170
O 2.6896 -0.2059 -0.0351
H -1.5366 -0.0780 -0.7555
H -0.7598 -1.3995 -0.0056
H -1.5914 0.0823 0.8201
H 0.1331 1.4405 -0.1166

***

[3]
A molecular structure, C28H43BrN2P2PdS at a distorted geometry. Source: the Open Molecules 2025 dataset; level of theory: the ωB97M-V functional and the def2-TZVPD basis.

Calculated values
Net charge: 0
LUMO energy in eV: -0.33
ΔE to the lowest compared entry with this formula, charge and spin in kcal per mole: 0.0
Energy in a.u.: -4984.9218

Positions of all 78 atoms, in Å:
N 2.6701 2.7620 -5.9697
C 3.4342 3.0094 -4.8959
C 3.9241 1.9984 -4.0587
C 3.5202 0.6701 -4.3172
C 2.6669 0.4440 -5.4089
C 2.3266 1.5071 -6.2490
C 3.8178 -0.3982 -3.4050
Pd -0.2548 -0.7851 0.8296
P -1.2002 -0.7411 3.0961
C 3.0177 -1.5130 -3.3674
C 2.5527 -2.0297 -2.1233
C 1.3734 -2.8339 -2.1355
C 0.5850 -2.8616 -1.0168
C 1.0301 -2.1676 0.1491
C 2.3424 -1.6410 0.2564
C 3.0942 -1.5462 -0.8957
Br 0.2748 -3.2569 1.8898
H 4.6273 -0.2176 -2.6938
H 2.5746 -1.9726 -4.2540
H 4.5655 2.2360 -3.2087
H 2.2548 -0.5434 -5.5913
H 3.6704 4.0537 -4.6936
H 1.7402 1.3042 -7.1507
H 1.0712 -3.3273 -3.0664
H 4.0575 -1.0451 -0.8957
H -0.3595 -3.4005 -0.9561
H 2.6928 -1.3121 1.2300
P -1.2933 0.3554 -0.8729
C 0.2663 -0.8530 4.2071
C 0.2396 -1.8343 5.3738
H 0.4268 0.1725 4.5726
H 1.1128 -1.1028 3.5523
H 1.2340 -1.8634 5.8500
H -0.4843 -1.5315 6.1439
H 0.0096 -2.8611 5.0625
C -2.4828 -2.0783 3.1678
C -2.8721 -2.6558 4.5193
H -2.1181 -2.8786 2.4990
H -3.3641 -1.6336 2.6751
H -3.3548 -3.6259 4.3657
H -2.0197 -2.8035 5.1796
H -3.5841 -2.0071 5.0295
C -2.0973 0.7458 3.6317
C -2.4273 0.8422 5.1237
H -3.0142 0.7994 3.0294
H -1.4803 1.5960 3.3291
H -3.1705 1.6370 5.2897
H -2.8505 -0.0956 5.5185
H -1.5479 1.1037 5.7285
C -1.7784 2.0985 -0.5936
C -2.5370 2.3354 0.7008
H -2.4060 2.3419 -1.4619
H -0.8669 2.7147 -0.6630
H -3.1202 3.2569 0.6104
H -3.2383 1.5300 0.9427
H -1.8578 2.4690 1.5457
C -2.9259 -0.4576 -1.1153
C -2.8796 -1.9005 -1.5956
H -3.4565 0.1882 -1.8315
H -3.4314 -0.3867 -0.1382
H -3.8945 -2.3127 -1.5530
H -2.5349 -1.9819 -2.6327
H -2.2376 -2.5320 -0.9680
C -0.4791 0.3308 -2.5173
C -0.1871 1.6752 -3.1829
H -1.1479 -0.2732 -3.1501
H 0.4492 -0.2487 -2.4016
H 0.2169 1.4859 -4.1815
H -1.0860 2.2905 -3.3154
H 0.5624 2.2460 -2.6213
S 2.2234 3.2961 -0.3504
C 1.4598 3.4641 1.2123
C 0.9395 2.2590 1.6216
N 1.1510 1.2242 0.7286
C 1.8485 1.6226 -0.3333
H 1.4262 4.3857 1.7737
H 0.3855 2.0788 2.5442
H 2.2044 0.9805 -1.1468

***

[4]
A gas-phase ion, C8H15N2O3 (charge +1) at a distorted geometry. Source: the Open Molecules 2025 dataset; level of theory: the ωB97M-V functional and the def2-TZVPD basis.

Calculated values
Net charge: +1
SMILES: NC1([NH+]2CCC(=O)CC2)OCCO1
LUMO energy in eV: -2.75
ΔE to the lowest compared entry with this formula, charge and spin in kcal per mole: 77.4
Energy in a.u.: -648.7456

Positions of all 28 atoms, in Å:
N -1.5365 -0.2979 -1.8041
C -1.2230 -0.2683 -0.4735
N 0.2382 -0.1138 -0.1529
C 0.9623 0.9740 -0.8316
C 2.1584 1.3609 0.0410
C 2.8700 0.1460 0.6239
O 3.8310 0.3010 1.3194
C 2.4559 -1.2300 0.0983
C 1.0538 -1.3880 -0.3513
O -1.7492 1.2501 0.1111
C -2.4616 0.8938 1.3133
C -2.7837 -0.5905 1.0147
O -1.7337 -1.2331 0.3387
H -1.2856 0.4628 -2.4145
H -2.4572 -0.6461 -1.8827
H 0.1169 0.1042 0.8480
H 0.3584 1.8105 -1.1492
H 1.3860 0.6103 -1.7820
H 1.7298 1.9957 0.8324
H 2.8894 1.7969 -0.5470
H 3.1191 -1.3121 -0.7449
H 2.7833 -1.9509 0.8788
H 0.9067 -1.6066 -1.3617
H 0.4082 -2.2066 0.1784
H -3.3842 1.6614 1.4419
H -1.9419 1.1286 2.2731
H -3.0805 -1.1517 1.8335
H -3.6302 -0.5005 0.3491

***

[5]
A gas-phase ion, ClH2NO3P (charge -1) at a distorted geometry. Source: the Open Molecules 2025 dataset; level of theory: the ωB97M-V functional and the def2-TZVPD basis.

Calculated values
Net charge: -1
LUMO energy in eV: 4.08
ΔE to the lowest compared entry with this formula, charge and spin in kcal per mole: 29.0
Energy in a.u.: -1083.2940

Positions of all 8 atoms, in Å:
N 1.1380 -0.1960 0.3893
O -1.1258 -1.4097 1.2127
O -0.4216 -1.4145 -1.3142
O -0.1847 2.1183 -0.6138
P -0.3523 -0.9223 0.0649
Cl -1.3844 1.1262 -0.3011
H 0.9546 0.5117 1.1546
H 1.3761 0.1863 -0.5924

***

[6]
A molecular structure, C18H24AuN3O8SSi. Source: the Open Molecules 2025 dataset; level of theory: the ωB97M-V functional and the def2-TZVPD basis.

Calculated values
Net charge: -2
LUMO energy in eV: 3.45
ΔE to the lowest compared entry with this formula, charge and spin in kcal per mole: 0.0
Energy in a.u.: -2289.9085

Positions of all 56 atoms, in Å:
Au 1.0366 3.8381 0.7869
O 4.9172 2.6781 -1.0078
C 3.8537 3.1879 -0.6338
O 2.7026 2.6575 -0.6808
C 3.8938 4.6498 -0.0335
O 4.8621 5.3740 -0.2539
O 2.8722 4.9993 0.6674
C -2.4917 4.3860 0.9223
Si -1.0561 3.1881 1.3330
C -1.3814 2.7570 3.1603
C -1.7077 1.6166 0.4145
C -1.8388 1.6366 -0.9793
C -2.3280 0.5506 -1.6929
C -2.7034 -0.6116 -1.0256
C -2.5739 -0.6642 0.3571
C -2.0820 0.4329 1.0569
H -3.4582 3.9775 1.2379
H -2.5394 4.5883 -0.1510
H -2.3370 5.3451 1.4241
H -2.4020 2.3975 3.3358
H -1.2209 3.6466 3.7750
H -0.6725 1.9962 3.4978
H -1.5291 2.5251 -1.5215
H -2.4202 0.6082 -2.7729
H -3.0905 -1.4636 -1.5756
H -2.8617 -1.5632 0.8942
H -1.9898 0.3645 2.1353
C 0.2696 -2.2995 -4.5183
C 0.1997 -2.0907 -3.0132
S -0.0468 -3.6557 -2.1961
O -1.3514 -4.1546 -2.5674
O 1.1125 -4.4863 -2.4341
C -0.1014 -3.2203 -0.4782
C 1.2662 -2.8499 0.0871
N 1.1333 -1.9693 1.2361
C 1.1939 -0.6104 1.1725
N 1.0514 -0.0597 2.3717
C 0.8765 -1.0749 3.2376
C 0.9131 -2.2747 2.5689
N 0.7306 -3.5654 3.0929
O 0.7011 -4.5212 2.3188
O 0.5964 -3.6739 4.3038
C 1.3536 0.1020 -0.1126
H 0.4302 -1.3404 -5.0087
H -0.6580 -2.7332 -4.8903
H 1.0936 -2.9636 -4.7768
H -0.6358 -1.4545 -2.7171
H 1.1216 -1.6596 -2.6226
H -0.5379 -4.0768 0.0358
H -0.7906 -2.3766 -0.4071
H 1.8531 -2.3029 -0.6472
H 1.8208 -3.7385 0.3662
H 0.7274 -0.9283 4.2944
H 2.2900 -0.1709 -0.6073
H 1.4250 1.1825 0.0099
H 0.5086 -0.1313 -0.7685